# 1
This record from OMol25 describes C25H35N2O3 as an isolated structure. The level of theory is ωB97M-V/def2-TZVPD.

Calculated values
total charge = +1
ΔE to the lowest compared entry with this formula, charge and spin = 21.397 eV

Positions of all 65 atoms, in Å:
C1 4.4713 -5.3545 -3.0694
H1 4.0884 -5.1432 -4.1727
H2 5.3490 -5.6160 -3.0515
H3 3.8544 -6.2168 -2.7946
C2 4.1670 -4.0948 -2.5612
N1 4.5389 -4.1979 -0.9249
C3 3.7924 -5.1071 -0.1649
H4 2.5789 -5.3567 -0.8373
H5 4.0158 -6.2506 -0.1905
C4 3.2180 -4.6252 1.1821
H6 3.8610 -4.0382 1.6637
H7 3.2378 -5.6706 1.9019
O1 1.9128 -4.1440 1.1382
C5 1.4762 -3.0489 0.9091
C6 2.2908 -2.2309 -0.0266
C7 2.0050 -0.9565 -0.3284
C8 0.6648 -0.4595 -0.2028
C9 -0.1705 -1.4228 0.6238
C10 0.0265 -2.6595 1.1134
H8 -0.3948 -3.3201 1.7695
C11 -1.6225 -0.9064 0.6569
O2 -2.4715 -1.3239 1.4989
C12 -1.5262 0.3974 0.0965
C13 -2.3692 1.3835 -0.0602
C14 -2.3460 2.3524 -1.0099
C15 -0.9067 2.7459 -1.4093
C16 0.2304 1.8380 -1.3454
C17 -0.3222 0.5167 -0.4349
H9 1.2593 1.8736 -1.5721
H10 -0.5722 3.6705 -1.9444
O3 -3.0877 3.5316 -1.1447
C18 -4.4029 3.3826 -1.0523
C19 -4.7122 3.8070 0.5757
N2 -3.7846 5.0240 0.7805
H11 -2.9783 4.8947 0.1970
C20 -3.4648 4.8789 2.4384
C21 -2.2961 3.9327 2.3037
H12 -1.2348 4.3339 1.9792
H13 -1.8173 3.9939 3.4879
H14 -2.4081 2.8259 2.3733
H15 -2.9409 6.1101 2.6222
H16 -3.9967 4.6153 3.1526
C22 -4.4247 6.2249 0.5346
C23 -3.3961 7.4076 0.1666
H17 -2.8927 6.9360 -0.6259
H18 -4.1220 8.4150 -0.0662
H19 -2.8566 7.7257 1.0627
H20 -5.1402 6.2983 -0.3830
H21 -5.2929 6.4748 1.3676
H22 -5.6645 3.8957 0.7431
H23 -4.4675 2.9474 1.1808
H24 -4.7808 2.4041 -1.1776
H25 -5.0769 4.2065 -1.6378
H26 -3.4119 1.3396 0.1939
H27 2.5566 -0.1639 -0.9138
H28 3.3828 -2.4359 0.0756
C24 5.8440 -4.3904 -0.6375
C25 6.7374 -3.1910 -0.8467
H29 6.7353 -3.0630 -1.8768
H30 7.7084 -3.0081 -0.1997
H31 6.1263 -2.1963 -0.6095
H32 5.8901 -4.4599 0.6070
H33 6.2099 -5.2605 -1.0555
H34 4.9289 -3.3870 -2.6880
H35 3.1774 -3.7978 -2.4912

***

# 2
This record from OMol25 describes a single C8H11ClN4 molecule. The level of theory is ωB97M-V/def2-TZVPD.

Calculated values
ΔE to the lowest compared entry with this formula, charge and spin = 6.239 eV

Positions of all 24 atoms, in Å:
C1 1.0987 -1.9246 3.0036
C2 -0.0426 -1.8039 1.0815
C3 -0.7601 -1.9705 -0.0204
C4 0.5791 -0.4426 1.4500
C5 0.1235 1.0220 -0.3557
C6 1.0966 0.6074 -1.4408
C7 0.1402 2.5979 -0.3650
C8 -1.9577 0.6017 -1.6457
N1 1.2305 -0.6995 2.6709
N2 0.7326 0.6975 0.8936
N3 0.4050 -2.7090 2.0877
N4 -1.2410 0.5733 -0.4427
Cl1 -1.6729 -2.9016 -0.9705
H1 1.6982 -2.2574 3.8106
H2 2.1741 1.1180 -1.2766
H3 0.6086 0.8605 -2.4790
H4 1.2625 -0.4849 -1.3368
H5 1.1449 2.8525 0.1527
H6 -0.6596 2.9527 0.2473
H7 0.0310 3.0480 -1.3591
H8 -1.2451 1.1108 -2.3148
H9 -2.2796 -0.3923 -1.9151
H10 -2.7535 1.2379 -1.6504
H11 0.2864 -3.6940 2.1747

***

# 3
This record from OMol25 describes C23H32FFeN7OS3 as an isolated structure. The level of theory is ωB97M-V/def2-TZVPD.

Calculated values
total charge = +1
<S²> = 8.778
multiplicity = 6
ΔE to the lowest compared entry with this formula, charge and spin = 1.012 eV

Positions of all 68 atoms, in Å:
Fe1 0.4555 0.0915 0.1265
S1 -1.1069 1.7888 -0.1142
C1 -1.1062 1.7961 -1.8627
N1 -1.4797 2.7958 -2.6010
N2 -1.8214 3.9117 -2.0208
C2 -2.1990 5.0378 -2.7659
C3 -2.2528 4.9979 -4.1543
C4 -2.6188 6.1433 -4.8408
C5 -2.9289 7.3129 -4.1597
C6 -2.8789 7.3353 -2.7726
C7 -2.5155 6.1996 -2.0696
N3 -0.7337 0.7128 -2.6220
N4 -0.1565 -0.2422 -2.0267
C8 0.0705 -1.3773 -2.8791
C9 -0.7028 -1.5566 -4.0250
C10 -0.4690 -2.6507 -4.8366
C11 0.5281 -3.5641 -4.5148
C12 1.2890 -3.3801 -3.3705
C13 1.0623 -2.2896 -2.5430
H1 -1.7564 3.9887 -1.0077
H2 -2.0192 4.0826 -4.6761
H3 -2.6661 6.1189 -5.9208
H4 -3.2107 8.2010 -4.7067
H5 -3.1271 8.2386 -2.2332
H6 -2.4814 6.2119 -0.9877
H7 -1.4816 -0.8479 -4.2640
H8 -1.0726 -2.7955 -5.7220
H9 0.7031 -4.4197 -5.1520
H10 2.0651 -4.0893 -3.1152
H11 1.6475 -2.1386 -1.6495
F1 1.6158 -1.3329 0.1955
C14 4.9904 -2.3382 3.0428
C15 4.2773 -1.5266 1.9780
N5 3.0814 -0.8568 2.4892
C16 2.7710 0.4276 2.4076
S2 1.1103 0.9201 2.3892
N6 3.6774 1.4038 2.4219
C17 5.0766 1.3611 2.8335
C18 6.0342 1.6803 1.6976
H12 5.8060 -2.9031 2.5943
H13 4.3068 -3.0483 3.5077
H14 5.4026 -1.7094 3.8321
H15 3.9369 -2.1701 1.1644
H16 4.9309 -0.7839 1.5257
H17 2.2556 -1.4378 2.4984
H18 3.2672 2.3169 2.2901
H19 5.2789 0.3861 3.2719
H20 5.1967 2.0922 3.6367
H21 5.8774 1.0230 0.8425
H22 7.0631 1.5710 2.0351
H23 5.9064 2.7100 1.3617
N7 -2.0867 -1.7708 1.3615
C19 -1.1753 -1.2002 0.9477
H24 -2.8825 -2.2607 1.7187
O1 2.0595 1.2527 -0.6985
S3 1.9778 2.4110 -1.6820
C20 3.5999 3.2216 -1.5022
C21 4.3497 3.0682 -2.8222
C22 3.9216 1.7179 -3.3886
C23 2.4036 1.7207 -3.3042
H25 4.0716 2.6546 -0.6964
H26 3.4459 4.2503 -1.1844
H27 5.4255 3.1401 -2.6668
H28 4.0636 3.8669 -3.5095
H29 4.3201 0.9068 -2.7747
H30 4.2637 1.5648 -4.4106
H31 1.9289 0.7435 -3.3633
H32 1.9476 2.3800 -4.0447

***

# 4
This record from OMol25 describes a 3-piece molecular cluster, C43H76F2N4O5PS overall. The level of theory is ωB97M-V/def2-TZVPD.

Calculated values
electronic energy = -3218.14006 a.u.
total charge = +1
<S²> = 2.008
multiplicity = 3

Positions of all 132 atoms, in Å:
C1 -3.4609 -0.1203 6.3063
C2 -3.0897 -1.0929 5.1526
C3 -2.2390 -0.2936 4.1136
C4 -0.7902 -0.1225 4.6789
N1 0.2930 -0.2645 3.6463
C5 1.3747 -1.1538 4.1551
C6 2.1892 -1.9113 3.0870
C7 1.3502 -2.8413 2.1775
C8 0.4077 -3.8161 2.9280
C9 2.2718 -0.4538 5.2239
C10 2.3948 1.0990 5.0487
O1 1.4662 1.7220 5.9253
C11 2.0850 2.3451 7.0564
C12 0.9378 3.0653 7.8215
C13 0.5876 4.4331 7.1970
C14 2.1909 1.4238 3.5549
N2 2.6303 2.7676 3.0933
C15 2.9960 3.6803 4.1430
O2 2.2098 4.4776 4.5596
F1 4.2214 3.6357 4.7155
C16 3.7943 2.6261 2.2367
O3 3.8405 2.9956 1.1087
F2 4.8783 1.9986 2.7649
C17 0.7710 1.0138 2.9951
C18 1.0109 0.7985 1.4506
C19 -0.2365 0.7119 0.5806
C20 -1.1898 -0.3013 0.6044
C21 -2.2816 -0.3205 -0.2453
C22 -2.4671 0.6746 -1.1876
C23 -1.5133 1.6892 -1.2601
C24 -1.5806 2.8174 -2.2900
C25 -0.4401 1.6956 -0.3895
P1 -0.4909 2.4441 3.0384
S1 -0.0704 4.0253 2.0199
H1 -4.1568 0.6494 5.9383
H2 -3.9670 -0.6262 7.1383
H3 -2.5804 0.3963 6.7163
H4 -2.5304 -1.9467 5.5657
H5 -4.0205 -1.4688 4.7120
H6 -2.2574 -0.8848 3.1887
H7 -2.7500 0.6719 4.0193
H8 -0.6977 0.7855 5.2855
H9 -0.7457 -0.9160 5.4396
H10 -0.1483 -0.7853 2.8771
H11 0.9185 -1.9802 4.7187
H12 2.8395 -1.2881 2.4587
H13 2.8695 -2.5668 3.6568
H14 0.7980 -2.2062 1.4596
H15 2.0696 -3.3970 1.5570
H16 0.2975 -4.7521 2.3658
H17 0.7597 -4.0188 3.9463
H18 -0.6046 -3.3727 2.9276
H19 1.8963 -0.7253 6.2189
H20 3.2793 -0.8898 5.1539
H21 3.4172 1.3405 5.3831
H22 2.4970 1.5958 7.7540
H23 2.8136 3.1184 6.7785
H24 0.0520 2.4278 7.6563
H25 1.1601 3.1700 8.8889
H26 1.4272 5.1400 7.2044
H27 0.2146 4.3282 6.1676
H28 -0.2337 4.9056 7.7596
H29 2.8769 0.7297 3.0383
H30 1.5775 1.6728 1.0964
H31 1.6412 -0.0766 1.2353
H32 -1.0921 -1.1433 1.2973
H33 -3.0170 -1.1253 -0.2038
H34 -3.2836 0.7103 -1.9083
H35 -1.8084 3.7447 -1.7457
H36 -0.5893 2.9352 -2.7492
H37 -2.3401 2.6249 -3.0564
H38 0.2887 2.5063 -0.4585
H39 -1.6913 1.8948 2.5239
H40 -0.6644 2.7792 4.4054
C26 5.5596 -4.0244 -4.0330
C27 4.4439 -3.8786 -2.9600
C28 3.2090 -3.1790 -3.5534
C29 3.3117 -1.6597 -3.6619
C30 3.7946 -1.0520 -2.3491
C31 5.1059 -1.6786 -1.8710
N3 5.0065 -3.1654 -1.7734
O4 4.2830 -3.4561 -0.7314
C32 6.2356 -1.2621 -2.8332
C33 5.5100 -1.0562 -0.5322
C34 4.0268 -5.3165 -2.6330
H41 6.5442 -3.7903 -3.6292
H42 5.6393 -5.0490 -4.3956
H43 5.3878 -3.3899 -4.9038
H44 2.3337 -3.4067 -2.9356
H45 2.9961 -3.5923 -4.5413
H46 3.9736 -1.3762 -4.4844
H47 2.3320 -1.2463 -3.9121
H48 3.9193 0.0270 -2.4715
H49 3.0147 -1.1811 -1.5895
H50 7.1871 -1.7058 -2.5351
H51 6.3591 -0.1784 -2.8208
H52 6.0500 -1.5298 -3.8704
H53 4.7384 -1.1715 0.2312
H54 5.6812 0.0144 -0.6502
H55 6.4328 -1.5009 -0.1560
H56 4.8427 -5.8709 -2.1657
H57 3.7461 -5.8381 -3.5480
H58 3.1605 -5.3582 -1.9727
C35 -5.2711 2.6573 -7.1046
C36 -4.3763 1.4548 -6.6910
C37 -4.6307 0.2489 -7.6109
C38 -5.8826 -0.5622 -7.2874
C39 -5.9459 -0.8953 -5.8003
C40 -5.8349 0.3538 -4.9244
N4 -4.6146 1.1505 -5.2476
O5 -3.5759 0.5161 -4.7805
C41 -7.1104 1.2008 -5.1018
C42 -5.8616 -0.0539 -3.4496
C43 -2.9424 1.9246 -6.9588
H59 -5.7030 3.1590 -6.2388
H60 -4.6984 3.4276 -7.6209
H61 -6.0843 2.3640 -7.7700
H62 -3.7744 -0.4315 -7.5588
H63 -4.6842 0.5868 -8.6479
H64 -6.7815 -0.0245 -7.6009
H65 -5.8738 -1.4894 -7.8644
H66 -6.8795 -1.4206 -5.5843
H67 -5.1422 -1.5984 -5.5588
H68 -7.0610 2.1134 -4.5046
H69 -7.9839 0.6375 -4.7712
H70 -7.3100 1.4839 -6.1323
H71 -5.0702 -0.7608 -3.1978
H72 -6.8074 -0.5399 -3.2095
H73 -5.7624 0.8195 -2.8006
H74 -2.6690 2.7589 -6.3092
H75 -2.8485 2.2583 -7.9922
H76 -2.2115 1.1280 -6.8212

***

# 5
This record from OMol25 describes a single C5H10N2Si molecule. The level of theory is ωB97M-V/def2-TZVPD.

Calculated values
ΔE to the lowest compared entry with this formula, charge and spin = 4.829 eV

Positions of all 18 atoms, in Å:
C1 0.6273 -1.7439 0.1647
C2 0.0432 -0.8814 -0.9229
C3 -0.2689 -1.8068 1.2913
C4 -0.2964 0.4666 -0.4292
C5 0.4556 1.4959 -0.8404
N1 -1.3292 -2.4731 1.2234
N2 -2.3603 -2.9177 1.0893
Si1 0.2128 3.2893 -0.1260
H1 1.0064 -2.7271 -0.2009
H2 1.4533 -1.2885 0.6591
H3 0.7241 -0.8897 -1.7797
H4 -0.8825 -1.3344 -1.2358
H5 0.1919 -1.6112 2.2264
H6 -1.2060 0.3636 0.2633
H7 1.1219 1.1918 -1.5132
H8 -0.2571 4.1097 -1.1186
H9 1.6000 3.6224 0.3459
H10 -0.8362 3.1345 0.9034

***

# 6
This record from OMol25 describes a 2-piece molecular cluster, C6H8PS3 overall. The level of theory is ωB97M-V/def2-TZVPD.

Calculated values
total charge = +1
ΔE to the lowest compared entry with this formula, charge and spin = 1.561 eV

Positions of all 18 atoms, in Å:
C1 -1.4345 -3.1512 0.8782
C2 -0.8008 -2.9225 -0.3143
C3 -1.4329 -2.1657 1.8374
C4 -0.4148 -1.6194 -0.6577
C5 -0.9803 -0.8587 1.5082
C6 -0.4934 -0.5409 0.2497
P1 1.9930 3.8048 -0.5742
S1 -0.0766 1.1363 -0.2210
S2 2.9211 2.0748 -1.1759
S3 2.1862 5.3295 -2.0108
H1 -1.7431 -4.1960 0.9013
H2 -0.9177 -3.6805 -1.0547
H3 -2.0482 -2.2011 2.7637
H4 0.0070 -1.3318 -1.6609
H5 -1.1996 -0.1577 2.2905
H6 -0.1578 1.9249 0.8727
H7 2.9300 2.2690 -2.4844
H8 1.6622 6.2864 -1.1481

***

# 7
This record from OMol25 describes C3H4FeO4 as an isolated structure. The level of theory is ωB97M-V/def2-TZVPD.

Calculated values
total charge = -1
<S²> = 8.768
multiplicity = 6
ΔE to the lowest compared entry with this formula, charge and spin = 0.000 eV

Positions of all 12 atoms, in Å:
C1 -1.8543 -0.4752 0.0163
C2 -0.5256 0.2075 0.0231
O1 0.4854 -0.7906 -0.0435
C3 1.7691 -0.3868 -0.0136
O2 2.6341 -1.2934 -0.1021
O3 2.0489 0.8287 0.0998
O4 -2.9567 0.2478 -0.1019
Fe1 4.1226 0.1981 0.0801
H1 -1.9320 -1.4975 -0.3710
H2 -0.4132 0.8105 0.9384
H3 -0.4215 0.8934 -0.8369
H4 -2.9568 1.2575 0.3113

***

# 8
This record from OMol25 describes a 15-piece molecular cluster, C4H36NO16 overall. The level of theory is ωB97M-V/def2-TZVPD.

Calculated values
total charge = -1
ΔE to the lowest compared entry with this formula, charge and spin = 5.475 eV

Positions of all 57 atoms, in Å:
O1 0.5040 -1.5385 -0.2330
C1 1.0978 -1.3959 0.9699
O2 0.6740 -2.1747 1.8347
C2 1.7434 -0.1156 1.2952
C3 0.6493 0.9757 1.3680
C4 0.3648 1.4812 2.8474
N1 -0.1002 2.8331 2.9148
H1 2.5698 0.2233 0.6473
H2 2.3201 -0.3029 2.2237
H3 -0.3816 0.5597 1.1551
H4 0.9467 1.8756 0.8070
H5 -0.3154 0.7212 3.2845
H6 1.3392 1.2598 3.4204
H7 0.6434 3.5440 2.9725
H8 -0.9394 2.9178 3.5528
H9 1.2135 -1.4405 -2.9888
H10 1.2679 -1.5306 -1.3201
O3 1.6091 -0.9459 -2.2961
H11 -0.6789 -1.4688 -1.7578
H12 -1.1171 -2.2048 -3.1089
O4 -0.7441 -1.3849 -2.7323
H13 -1.4797 -2.9331 0.6375
H14 -1.2954 -1.4847 0.7694
O5 -1.9837 -2.1833 0.8628
H15 -0.0468 4.2189 -0.7798
H16 0.5380 3.9893 0.6217
O6 0.2154 4.7210 0.0096
H17 0.9813 -1.9103 3.6459
H18 0.5960 -0.6067 4.5369
O7 1.3026 -1.1683 4.2082
H19 2.2764 -3.4020 -2.6022
H20 1.6757 -3.4320 -1.1765
O8 1.9567 -3.9911 -1.9027
H21 3.3968 0.0528 -2.8100
H22 2.8160 1.4946 -2.7275
O9 3.5411 0.9989 -3.0510
H23 -3.1643 -1.5131 2.8874
H24 -1.6264 -1.2366 2.9059
O10 -2.4850 -0.8969 3.1553
H25 -3.1062 2.9858 -0.2291
H26 -1.8771 2.5873 0.8960
O11 -2.2035 2.7114 0.0269
H27 -3.2793 -2.1999 -0.1965
H28 -4.2858 -1.1032 -0.3690
O12 -3.8399 -1.7252 -0.9297
H29 -2.2841 2.1968 -3.2402
H30 -2.6877 1.6191 -1.9628
O13 -2.8416 2.3990 -2.4987
H31 2.0288 2.2564 -1.0351
H32 3.4693 3.0479 -0.5375
O14 2.7961 2.4013 -0.4798
H33 -1.5520 -3.9772 -1.4020
H34 0.0077 -3.6030 -0.9182
O15 -0.7131 -4.2414 -0.9695
H35 -0.2527 0.1584 -3.0171
H36 0.8169 0.8164 -3.7403
O16 -0.0766 1.0641 -3.4445

***

In the order shown, the computed F_max values come out to 15.87, 3.90, 0.79, 3.52, 5.93, 2.44, 5.17, 4.24 eV Å⁻¹.